<P>
23
Properties=species:S:1:pos:R:3:lowdin_charge:R:1 method="wB97M-V/def2-TZVPD" orbital_gap_ha=0.3276 homo_ev=-8.2693 multiplicity=1 smiles="C=CNC.O.O.O.O"
C -1.03869 2.18987 -0.50884 -0.053
C -1.70843 1.07791 -0.18680 -0.197
N -1.05345 -0.10369 0.28691 -0.064
C -1.84998 -1.02223 1.14845 -0.091
H -0.05227 2.29296 -0.31851 0.023
H -1.39089 3.06615 -0.98875 0.050
H -2.79490 0.87548 -0.41037 0.129
H -0.12637 0.00012 0.53857 0.064
H -2.96359 -1.04449 0.88812 0.103
H -1.58757 -2.00430 0.98845 0.033
H -1.64737 -0.77221 2.20108 0.082
O 1.10175 -1.63118 -3.12278 -0.116
H 0.70802 -1.82187 -4.01192 0.049
H 0.69203 -0.82095 -2.72765 0.005
O -0.18778 1.01285 -3.03707 -0.056
H 0.09317 1.60732 -3.78073 0.082
H -0.58421 1.48987 -2.34628 -0.062
O 1.55550 -1.83479 1.42874 -0.048
H 2.28881 -1.41311 1.91722 0.026
H 1.58784 -1.55079 0.53524 0.009
O 2.83569 0.19452 3.56478 0.035
H 2.49617 -0.38093 4.15668 -0.013
H 3.62654 0.59350 3.78547 0.010

<Q>
23
Properties=species:S:1:pos:R:3:lowdin_charge:R:1 method="wB97M-V/def2-TZVPD" orbital_gap_ha=0.3158 homo_ev=-8.1068 multiplicity=1 smiles="C/C=C/N.O.O.O.O"
C -2.13583 1.07378 -0.32287 -0.106
C -1.29677 -0.08171 -0.83321 -0.217
C -0.63523 -0.21443 -1.97255 -0.208
N 0.09600 -1.38392 -2.23152 0.022
H -1.92057 2.00555 -0.84157 0.068
H -3.13190 0.78618 -0.66676 0.065
H -2.26593 1.21819 0.75917 0.076
H -1.26726 -0.89837 -0.11645 0.084
H -0.46216 0.56037 -2.71148 0.119
H 0.98056 -1.26231 -2.70851 0.077
H 0.30119 -1.97067 -1.42314 0.035
O -0.46482 -3.04337 -0.04659 -0.066
H -0.36249 -2.55545 0.76714 0.032
H -0.25328 -3.47491 -0.84286 0.030
O 2.39562 2.89186 1.81109 -0.006
H 2.51096 2.30993 2.56318 0.077
H 1.57872 3.38748 1.86590 0.069
O 0.98277 -1.13648 1.99508 -0.106
H 1.70812 -1.58208 1.55097 0.030
H 0.80168 -0.23377 1.58040 -0.014
O 0.91141 1.11158 0.76635 -0.103
H 1.45700 1.91815 0.97373 0.013
H 0.47221 0.57443 0.08449 0.026

Which of them is most stable? Easy: <P>.

<P>
16
Properties=species:S:1:pos:R:3:lowdin_charge:R:1 method="wB97M-V/def2-TZVPD" orbital_gap_ha=0.3471 homo_ev=-5.4454 multiplicity=1 charge=-1
Cl 0.04286 0.00224 0.33983 0.948
O 2.13261 0.57159 -0.43204 -0.172
H 1.28005 0.77524 -0.04746 -0.202
H 2.51706 -0.07162 0.16353 0.021
O -1.39050 1.78023 -0.38548 -0.144
H -0.78906 1.15545 0.01968 -0.261
H -1.71048 1.33213 -1.16845 0.005
O -0.27276 0.93540 2.55864 -0.151
H 0.13262 1.78837 2.40265 0.015
H -0.17453 0.46772 1.72927 -0.258
O -0.09248 -2.46019 0.16389 -0.147
H -0.53640 -2.92709 -0.54405 0.022
H -0.11174 -1.54180 -0.10525 -0.171
O -0.34938 -0.98335 -1.65164 -0.166
H -0.46240 -0.24422 -2.24924 0.037
H -0.21554 -0.58014 -0.79388 -0.376

<Q>
16
Properties=species:S:1:pos:R:3:lowdin_charge:R:1 method="wB97M-V/def2-TZVPD" orbital_gap_ha=0.3553 homo_ev=-5.9805 multiplicity=1 charge=-1
Cl 0.13706 0.25144 0.05121 -0.087
O -2.18147 2.41252 -0.67256 -0.120
H -1.59791 3.15072 -0.86846 0.017
H -1.58131 1.71567 -0.34584 -0.106
O -2.15126 -2.13082 -0.00374 -0.111
H -2.39520 -1.99552 0.91560 0.015
H -1.32256 -1.62607 -0.09661 -0.080
O 0.95823 -2.29160 1.72111 -0.122
H 0.22300 -2.70360 2.18139 0.017
H 0.56285 -1.52341 1.25896 -0.127
O 3.20325 0.20468 1.63840 -0.105
H 2.58364 -0.52762 1.52924 -0.023
H 2.83567 0.87775 1.05601 -0.009
O 0.00357 1.42329 -3.11135 -0.109
H 0.95401 1.28122 -3.08224 0.017
H -0.23157 1.48133 -2.17109 -0.067

Which of them is most stable? Easy: <Q>.

<P>
45
Properties=species:S:1:pos:R:3:lowdin_charge:R:1 method="wB97M-V/def2-TZVPD" orbital_gap_ha=0.3168 homo_ev=-7.8191 multiplicity=1 smiles="CC(=O)OCCN(Cc1ccccc1)Cc1ccc2c(c1)OCO2"
C -5.11745 -2.20666 -0.19647 0.028
C -4.59629 -0.81249 -0.42285 -0.562
O -4.29171 -0.35505 -1.49348 0.091
O -4.49252 -0.15319 0.73432 -0.010
C -3.97312 1.17604 0.71568 -0.132
C -2.62983 1.26662 1.46987 -0.160
N -1.44653 0.84871 0.76089 -0.155
C -1.11383 1.65990 -0.40379 -0.129
C 0.38070 1.79790 -0.55098 -0.219
C 1.12336 2.34303 0.48938 -0.051
C 2.49689 2.45832 0.38976 -0.083
C 3.14609 2.03486 -0.75804 -0.097
C 2.41331 1.50403 -1.80445 -0.079
C 1.03764 1.38977 -1.70176 -0.047
C -1.37724 -0.57704 0.48129 -0.137
C 0.04551 -1.00050 0.22889 -0.215
C 0.39333 -1.66560 -0.93406 -0.049
C 1.71332 -2.00696 -1.22256 0.007
C 2.66398 -1.64194 -0.30406 -0.210
C 2.31839 -0.99082 0.88120 -0.196
C 1.01946 -0.67327 1.17694 0.050
O 3.45170 -0.75120 1.61436 0.034
C 4.52394 -1.22963 0.83343 -0.165
O 4.02331 -1.81941 -0.34575 0.034
H -4.26774 -2.88035 -0.09703 0.091
H -5.70594 -2.24511 0.71451 0.084
H -5.70709 -2.51964 -1.05301 0.088
H -3.86042 1.49959 -0.32336 0.117
H -4.71614 1.80285 1.21651 0.129
H -2.71209 0.66601 2.38031 0.126
H -2.48916 2.31072 1.76368 0.122
H -1.54020 1.23817 -1.32706 0.130
H -1.54015 2.65720 -0.25806 0.132
H 0.61398 2.66360 1.38596 0.116
H 3.06423 2.87589 1.20882 0.104
H 4.22037 2.12097 -0.83765 0.101
H 2.91398 1.17261 -2.70255 0.106
H 0.47160 0.97063 -2.52120 0.115
H -1.76479 -1.10752 1.35705 0.136
H -1.98750 -0.85554 -0.39243 0.112
H -0.37494 -1.91709 -1.65010 0.114
H 1.98100 -2.51664 -2.13262 0.118
H 0.75547 -0.15911 2.08458 0.134
H 5.09313 -1.97840 1.40694 0.139
H 5.19092 -0.39130 0.57100 0.135

<Q>
45
Properties=species:S:1:pos:R:3:lowdin_charge:R:1 method="wB97M-V/def2-TZVPD" orbital_gap_ha=0.3007 homo_ev=-8.1592 multiplicity=1
C -1.79512 -4.64403 -2.46454 -0.153
C -2.70699 -4.56897 -1.34594 -0.277
H -3.52024 -4.03284 -1.56470 0.072
H -2.99560 -5.47461 -1.02216 0.075
C -1.84773 -3.76409 -0.34672 -0.115
C -1.62137 -2.23562 -0.33958 -0.199
N -2.21658 -1.60579 -1.33945 0.179
C -1.82253 -0.54285 -1.71751 -0.370
C -2.40223 0.03010 -2.84706 0.000
C -2.36063 1.36295 -3.17306 0.054
C -1.46305 2.09915 -2.11707 -0.030
C -0.80885 1.65500 -1.11590 -0.088
C -1.15001 0.38946 -1.01274 -0.013
C -0.60328 -0.33932 0.43231 0.067
C -0.71275 -1.64151 0.52303 -0.143
C -0.31726 -2.27044 1.87963 -0.228
H 0.23856 -3.09851 1.31878 0.134
H -1.17069 -2.76014 2.32588 0.121
C 0.55398 -1.79168 2.83942 -0.137
H 0.80253 -2.29782 3.73988 0.081
H 0.04699 -0.83816 3.25930 0.108
H 1.44827 -1.13099 2.61433 0.101
C 0.17238 0.60922 1.34522 -0.154
O -0.34697 1.37300 2.30257 0.041
O 1.67238 0.55874 0.77716 0.012
C 2.23891 1.60902 1.46483 -0.290
C 3.61723 1.25830 1.59696 -0.180
H 3.86421 0.56614 2.79168 0.225
H 3.87064 0.51102 1.04162 0.052
C 4.46520 2.42207 1.54302 -0.230
H 5.57628 2.09429 1.10445 0.188
H 4.81258 2.91602 2.39191 0.104
O 3.80028 3.21810 0.69886 0.075
C 2.51889 3.01147 0.50354 -0.391
O 1.71888 3.56737 -0.08930 0.208
H 1.78665 1.86558 2.55195 0.200
H -0.28467 2.24706 -0.63774 0.034
H -1.58818 3.29959 -2.35164 0.158
H -2.75637 1.77326 -3.96523 0.036
H -3.04084 -0.58495 -3.25830 0.065
H -2.66748 -3.86105 0.81457 0.196
H -0.98171 -4.21103 0.31215 0.118
H -2.21638 -5.01806 -3.28976 0.000
H -1.39650 -3.53227 -2.91138 0.143
H -0.69844 -5.24046 -2.22932 0.151

Which of them is most stable? Easy: <P>.

<P>
13
Properties=species:S:1:pos:R:3:lowdin_charge:R:1 method="wB97M-V/def2-TZVPD" orbital_gap_ha=0.3132 homo_ev=-7.5855 multiplicity=1 smiles="C1=CSC2(CC2)O1"
C -1.72961 0.93744 -0.00336 -0.230
C -2.21408 -0.30052 -0.00135 -0.394
S -0.91966 -1.50226 -0.00867 0.950
C 0.29752 -0.14988 -0.00720 -0.692
C 1.57596 -0.20989 -0.77672 -0.069
C 1.57206 -0.22124 0.75601 -0.083
O -0.38395 1.11015 -0.00935 -0.052
H -2.30251 1.86753 -0.00121 0.129
H -3.24794 -0.56910 -0.00990 0.061
H 1.79835 -1.15131 -1.25017 0.102
H 1.88408 0.65691 -1.23441 0.081
H 1.77759 -1.13100 1.29524 0.099
H 1.89220 0.66318 1.25108 0.099

<Q>
13
Properties=species:S:1:pos:R:3:lowdin_charge:R:1 method="wB97M-V/def2-TZVPD" orbital_gap_ha=0.3534 homo_ev=-8.9060 multiplicity=1
C 0.33779 0.99481 0.58570 -0.261
C 0.46625 0.64640 -0.83170 -0.446
C 0.48908 -0.46785 0.94186 -0.455
C -0.72523 -1.04908 0.22251 -0.249
C -0.69244 -0.25368 -1.01403 -0.280
H 1.22639 1.58457 0.85529 0.116
H -0.57662 1.44230 0.98099 0.129
H 0.68554 1.36422 -1.59596 0.115
H 0.70932 -0.69823 1.96971 0.111
H -0.98272 -2.10810 0.34023 0.152
H -0.84905 -0.68864 -1.99901 0.149
O -1.85953 -0.16466 -0.10406 -0.018
S 1.77123 -0.60205 -0.35154 0.938

<R>
13
Properties=species:S:1:pos:R:3:lowdin_charge:R:1 method="wB97M-V/def2-TZVPD" orbital_gap_ha="0.2927 / 0.3002" homo_ev="-8.1086 / -8.0628" multiplicity=1
C 2.60815 -0.49927 0.18096 -0.013
C 1.60386 0.16821 -0.29592 -0.205
C -3.04115 -0.34029 0.39287 -0.082
C 0.14092 0.22177 0.21227 -0.601
C -0.91816 0.35533 -0.78108 -0.469
O -3.97818 -0.93485 -0.03892 0.036
S -0.79774 1.83631 0.18012 0.775
H 3.56473 -0.50714 -0.36904 0.068
H 2.69925 -1.06009 1.06834 0.045
H 1.80979 0.82811 -1.18109 0.116
H -2.93551 0.25325 1.40312 0.095
H -0.11201 -0.49447 1.10734 0.137
H -0.64394 0.17315 -1.87897 0.098

Which of them is most stable? Easy: <P>.